# 1
The following is a quantum chemistry calculation of a structure of composition C30H46N8O6Sn at a distorted geometry, from the OMol25 dataset.

```
91
Properties=species:S:1:pos:R:3:forces:R:3
Sn -1.15393 -1.96673 -3.47989 2.0 2.9 2.7
C -0.48950 -0.14260 -0.83559 0.4 -0.7 0.7
O -1.04892 0.38111 -1.87122 -1.3 -1.1 -1.7
O -0.52881 0.34700 0.30500 -0.1 0.2 -0.1
O 0.18783 -1.22979 -1.06597 -0.4 -1.7 -1.4
C -3.69279 1.89948 -3.98419 -1.0 -0.6 0.6
C -4.19795 2.21201 -2.58016 -0.6 0.4 0.5
O -5.30568 2.69313 -2.40652 0.0 0.2 -0.3
N -3.37717 1.90317 -1.55263 0.8 -0.4 -0.5
C -3.75547 2.00752 -0.15950 -0.1 0.1 0.2
H -4.40972 1.14583 -4.32408 0.2 -0.2 -0.2
H -2.68236 1.49274 -3.98511 0.1 0.3 -0.3
H -3.89297 2.74297 -4.64068 0.5 0.1 0.1
H -2.63074 1.25456 -1.79659 0.1 0.5 0.5
H -2.96301 2.34186 0.51343 0.5 -0.1 -0.5
H -4.04985 1.01842 0.19506 -0.5 0.2 0.2
H -4.51275 2.78037 -0.04837 -0.4 -0.4 -0.1
C 0.10197 -4.99287 -1.22214 0.2 1.6 -0.3
C 1.58065 -4.67465 -1.42016 1.0 -1.5 0.2
O 2.33773 -5.61419 -1.62821 0.0 0.1 -0.5
N 2.06372 -3.42502 -1.28941 -1.5 1.4 0.9
C 3.41407 -2.99426 -1.50480 0.3 -0.4 -1.4
H -0.47452 -4.88740 -2.14756 0.3 -0.2 -0.4
H -0.33323 -4.21153 -0.59308 -0.1 -0.5 0.6
H 0.03029 -6.02695 -0.90385 -0.2 0.2 0.4
H 1.50799 -2.69018 -0.86825 -0.6 -0.4 -0.3
H 3.61982 -2.01476 -1.07720 -0.2 -0.2 0.6
H 3.46757 -2.82371 -2.58592 0.7 -0.2 0.0
H 4.13809 -3.74939 -1.20535 0.0 0.1 0.0
C 0.92729 -0.10838 4.88657 -0.5 -0.1 0.1
C 0.15174 1.19303 4.87433 0.8 0.1 0.7
O -0.02067 1.90515 5.85144 -0.1 -0.1 -0.4
N -0.21015 1.52195 3.62114 -1.2 1.6 -1.6
C -0.72053 2.83774 3.14039 0.6 -1.4 -0.9
H 1.62415 -0.13375 5.72029 0.0 0.1 -0.1
H 1.42933 -0.21068 3.92564 0.2 -0.2 0.2
H 0.22033 -0.93306 4.99032 0.1 -0.1 0.0
H -0.31867 0.79808 2.93017 0.6 -0.2 0.2
H 0.04626 3.60465 3.22605 -0.4 0.3 1.1
H -1.75625 3.02405 3.41489 0.3 0.6 0.6
H -0.73779 2.77389 2.04712 -0.2 -0.5 -0.1
N 0.43701 -2.47654 1.98863 1.1 -0.5 -0.6
C -0.33711 -2.87650 3.01457 -0.7 0.1 1.6
C 0.44282 -3.52859 3.94838 0.0 0.1 -0.6
C 1.75033 -3.60186 3.40567 -0.2 -0.2 -0.2
C 1.71468 -2.97461 2.18225 0.1 0.4 0.1
H 0.18532 -1.88729 1.20730 -0.3 -0.1 0.0
H -1.38287 -2.62524 3.09628 0.2 0.1 -0.1
H 0.15890 -3.86564 4.93206 -0.2 -0.1 -0.2
H 2.55701 -4.15499 3.85933 0.2 0.2 -0.2
H 2.47191 -2.82160 1.42925 0.1 0.0 0.1
N 2.34304 0.72104 1.15606 0.3 0.4 0.2
C 3.59558 0.44660 1.66823 -0.9 0.2 -0.1
C 4.28600 1.63824 1.69601 0.1 0.0 -0.1
C 3.42295 2.64778 1.18629 -0.2 0.4 0.2
C 2.22588 2.06538 0.90043 -0.5 -1.1 -0.2
H 1.56612 0.08997 1.03386 0.1 -0.1 0.2
H 3.72812 -0.54906 2.06081 0.6 0.1 -0.1
H 5.28991 1.83576 2.03531 0.0 -0.3 0.1
H 3.59511 3.70972 1.10838 0.3 -0.1 0.0
H 1.24935 2.39992 0.58781 0.2 0.4 -0.2
N -2.62211 -0.36206 2.52798 -1.2 -1.1 0.6
C -3.13916 -1.59744 2.09619 0.4 1.7 0.3
C -3.92329 -2.08597 3.10785 -0.4 -0.5 -1.6
C -3.94158 -1.14090 4.11378 -0.3 1.0 2.0
C -3.14116 -0.07233 3.80647 0.7 -0.7 -2.0
H -2.06660 0.24103 1.94474 0.1 0.0 -0.1
H -2.94749 -1.93092 1.08942 0.1 -0.1 0.1
H -4.58122 -2.93907 3.05794 0.3 -0.2 0.0
H -4.53874 -1.23757 5.00810 0.2 0.1 0.1
H -2.84559 0.83759 4.30092 -0.1 -0.1 0.2
N -0.04239 2.81789 -2.32599 -0.1 0.7 -0.4
C 1.25847 3.22159 -2.52111 -0.4 1.0 -0.1
C 1.21944 4.43766 -3.17958 0.4 -0.2 0.2
C -0.13542 4.79689 -3.35174 -0.5 -1.0 -1.0
C -0.89536 3.73468 -2.92193 0.5 0.6 1.1
H -0.35978 2.07833 -1.71117 0.0 0.2 -0.3
H 2.10470 2.65010 -2.17713 0.0 0.1 0.1
H 2.05964 5.01168 -3.53728 0.1 -0.1 0.2
H -0.56466 5.59671 -3.93491 0.3 0.3 0.2
H -1.96637 3.71763 -2.81767 0.1 -0.4 0.1
N 1.44904 0.45235 -3.61806 0.3 -0.3 -1.3
C 0.92404 0.59014 -4.89986 -0.3 -1.8 0.5
C 1.67761 -0.25304 -5.74232 -1.5 0.5 0.3
C 2.69310 -0.80453 -4.97290 1.0 -1.1 0.6
C 2.55046 -0.35549 -3.68608 -1.1 0.9 0.9
H 1.06164 0.84486 -2.77660 0.0 0.2 -0.2
H 0.01100 1.09840 -5.16750 0.2 0.5 0.4
H 1.33432 -0.47579 -6.74013 0.5 0.1 -0.2
H 3.41994 -1.57586 -5.17814 0.0 0.2 -0.6
H 3.06205 -0.53785 -2.75558 0.3 -0.2 -0.3
```
Forces are in eV/Å.

## Properties
gap between HOMO and LUMO	0.1297	Eh
total charge	0
HOMO energy	-8.1	eV
energy	-61890.10822	eV
LUMO energy	-4.6	eV

---

# 2
The following is a quantum chemistry calculation of a cluster of 5 separate species, C30H47B3O17 in total at a distorted geometry, from the OMol25 dataset.

```
97
Properties=species:S:1:pos:R:3:forces:R:3
C 2.78654 3.37563 1.47989 0.8 0.6 -0.8
B 3.93630 2.74956 0.45603 0.3 0.5 0.0
O 5.11540 1.96345 0.87184 -2.9 -1.1 -3.5
B 5.14501 0.83011 -0.11861 -0.1 0.6 1.0
C 6.60402 0.09811 -0.35733 1.0 -0.4 0.9
C 6.59104 -1.47228 0.20578 0.1 -0.2 -0.5
C 5.56039 -2.40020 -0.68751 -0.6 1.0 0.5
O 5.75238 -2.02644 -2.12314 -1.3 -1.8 1.1
O 3.86359 0.44205 -0.75884 1.9 3.5 -0.6
B 3.37467 1.62502 -1.51658 0.5 0.7 0.5
C 2.51408 1.58774 -2.91574 -0.7 0.5 -0.6
C 0.90432 1.18438 -2.69581 2.2 0.1 -2.1
C 0.08336 2.12127 -3.77143 -0.9 -0.4 2.1
O 0.62108 1.45429 -1.28464 -1.8 -0.6 -1.5
C -0.78312 1.26465 -0.91812 -1.4 -0.5 1.3
C -1.30947 -0.28549 -0.87561 -1.6 -4.4 0.9
C -1.83640 -0.88960 0.59306 -0.3 -2.5 -2.6
C -2.44216 -2.42060 0.77534 0.8 0.8 -3.6
C -2.57454 -3.44388 -0.51896 2.0 4.4 -1.1
C -2.02418 -2.87350 -1.98932 0.0 2.2 3.2
C -1.41968 -1.32410 -2.14102 -1.2 -1.2 3.1
O 3.73329 2.98873 -0.98996 -0.5 -4.2 1.7
H 3.28735 3.82880 2.43724 -1.2 -1.1 -1.6
H 2.03880 2.49843 1.70315 1.3 1.9 -0.2
H 2.28353 4.26979 0.87095 0.8 -2.1 1.5
H 7.00752 0.17084 -1.45812 -1.0 -0.3 2.1
H 7.40603 0.66375 0.32173 -1.8 -1.1 -1.5
H 6.28917 -1.42351 1.34691 0.4 -0.3 -2.4
H 7.67205 -1.96367 0.15998 -2.2 1.2 0.0
H 5.67890 -3.55119 -0.51164 0.1 2.1 -0.3
H 4.45690 -2.10953 -0.42786 2.0 -0.5 -0.2
H 5.04655 -2.55042 -2.60870 1.3 1.0 0.8
H 2.94014 0.88565 -3.74865 -0.7 1.2 1.7
H 2.53616 2.68838 -3.37352 0.0 -2.3 1.1
H 0.86026 0.02799 -2.99112 -0.3 2.4 1.0
H -1.06339 1.80545 -3.66720 2.6 0.7 -0.8
H 0.47861 2.05399 -4.87368 -0.7 0.0 2.3
H 0.13187 3.23126 -3.33629 0.2 -2.6 -1.3
H -0.88809 1.67586 0.19873 0.4 -1.0 -2.5
H -1.56076 1.87808 -1.54515 1.9 -1.1 0.9
H -1.79247 -0.22547 1.57460 0.0 -1.5 -2.4
H -2.84527 -2.83355 1.82030 1.1 1.2 -2.5
H -3.02853 -4.53501 -0.46849 1.1 2.6 0.1
H -2.07234 -3.57238 -2.95548 0.1 1.8 2.4
H -1.06544 -0.98735 -3.21104 -0.9 -0.7 2.4
C 3.73625 3.74854 7.96289 -0.2 -0.3 0.3
C 3.45448 3.61116 6.48065 0.8 0.1 1.2
C 3.20396 4.91966 5.79354 0.6 0.7 -0.1
O 2.38488 4.53813 4.70248 -0.6 -0.7 0.1
C 1.71290 3.41627 5.10154 -2.0 -1.1 -1.3
O 0.77235 2.92418 4.50111 2.1 1.2 1.4
O 2.23525 2.91891 6.26236 -0.6 0.3 -1.0
H 3.73982 2.76460 8.44474 0.1 0.2 -0.1
H 4.70258 4.23047 8.13811 -0.1 -0.1 -0.1
H 2.95730 4.33635 8.46077 0.1 0.0 -0.2
H 4.25691 3.04328 5.99346 -0.1 0.1 0.0
H 4.12532 5.39188 5.44130 -0.2 -0.1 -0.1
H 2.64712 5.63591 6.40778 0.1 -0.1 0.1
C -2.28470 7.69166 -1.04381 0.2 0.3 -0.3
C -2.76421 6.33810 -1.52676 0.0 1.2 0.7
C -2.29345 5.19639 -0.67709 -0.2 -0.1 0.9
O -2.28619 4.11727 -1.59486 0.1 0.1 -1.1
C -2.07257 4.66524 -2.82915 0.4 -1.2 -2.2
O -1.80525 4.02519 -3.83224 -1.2 1.9 2.3
O -2.19886 6.02547 -2.79011 0.2 -1.1 -0.3
H -2.50798 8.46462 -1.78745 -0.1 -0.1 0.2
H -2.76092 7.96469 -0.09754 0.0 -0.1 -0.1
H -1.19827 7.69932 -0.90317 -0.2 -0.1 0.0
H -3.85584 6.33992 -1.63666 0.1 -0.1 0.1
H -2.96684 4.99040 0.15961 0.1 -0.2 -0.2
H -1.27583 5.32832 -0.29314 -0.1 0.2 -0.1
C 0.50440 -7.61428 -2.85156 0.2 0.4 0.2
C -0.88434 -7.53722 -3.45220 1.1 -0.5 0.8
C -0.97452 -8.11637 -4.83187 0.1 -0.9 -0.2
O -2.06109 -7.40028 -5.39171 -0.3 1.0 0.2
C -2.08961 -6.18938 -4.75746 -1.4 1.9 -0.7
O -2.76194 -5.23728 -5.11630 1.5 -2.1 0.8
O -1.26516 -6.18739 -3.66751 -0.8 0.3 -0.9
H 0.55453 -7.02914 -1.92667 -0.1 -0.2 -0.1
H 0.78178 -8.64897 -2.62968 -0.1 0.1 0.0
H 1.25276 -7.18969 -3.52969 -0.2 -0.1 0.0
H -1.61681 -7.99022 -2.77250 0.0 0.0 -0.1
H -1.18004 -9.19046 -4.82353 -0.1 0.2 -0.1
H -0.08580 -7.92698 -5.44398 0.0 0.0 0.2
C -6.98695 -1.45770 2.31989 0.4 0.3 0.1
C -6.75492 -2.88630 1.87201 -0.6 1.3 -0.1
C -7.57886 -3.89097 2.61953 -0.9 -0.1 0.0
O -6.78900 -5.06311 2.52433 1.0 0.0 -0.1
C -5.49257 -4.64362 2.41174 2.0 -1.4 0.2
O -4.51968 -5.37235 2.51042 -2.1 1.6 -0.2
O -5.43129 -3.29932 2.17337 0.2 -1.2 0.3
H -6.24422 -0.78989 1.86967 -0.2 -0.1 -0.1
H -7.98670 -1.11339 2.03936 0.1 -0.1 0.0
H -6.87578 -1.36051 3.40542 -0.1 -0.1 -0.1
H -6.89618 -2.97099 0.78730 0.0 -0.1 0.1
H -8.56221 -4.04722 2.16722 0.2 -0.2 0.1
H -7.70749 -3.64800 3.68009 0.1 0.2 -0.1
```
Forces are in eV/Å.

## Properties
gap between HOMO and LUMO	0.3098	Eh
total charge	0
structure (SMILES)	CB1OB(CCCO)OB(C[C@H](C)OCc2ccccc2)O1.C[C@@H]1COC(=O)O1.C[C@@H]1COC(=O)O1.C[C@@H]1COC(=O)O1.C[C@@H]1COC(=O)O1
HOMO energy	-7.9	eV
energy	-68703.91009	eV
LUMO energy	0.5	eV

---

# 3
The following is a quantum chemistry calculation of a structure of composition C30H47ClP2Pm at a distorted geometry, from the OMol25 dataset.

```
81
Properties=species:S:1:pos:R:3:forces:R:3
Pm 0.02006 -0.28422 -0.26292 -0.1 -2.0 0.7
C 0.70115 0.16114 2.26107 -1.0 -0.1 -0.2
C -0.35451 1.08370 1.98476 -0.1 -0.6 0.0
C -1.24980 -1.03943 1.93582 0.9 0.5 0.2
C 0.14656 -1.15131 2.23752 -0.9 0.6 -0.1
C -1.55777 0.34443 1.76519 0.9 -0.4 0.2
C 2.09762 0.51003 2.63075 0.5 0.2 0.2
H 2.42376 1.44568 2.15751 0.0 -0.2 0.1
H 2.80129 -0.28098 2.34459 -0.1 0.2 0.1
H 2.18209 0.65010 3.72079 0.1 0.0 -0.3
C 0.84248 -2.41649 2.57565 0.3 -0.6 0.1
H 1.92645 -2.26556 2.62921 -0.2 -0.1 0.0
H 0.64810 -3.19996 1.83201 0.0 0.1 0.2
H 0.51599 -2.80687 3.55433 0.1 0.2 -0.3
C -2.20176 -2.17409 1.87409 -0.4 -0.6 -0.1
H -2.42338 -2.58597 2.87156 0.1 0.2 -0.2
H -1.81137 -3.00691 1.27276 -0.1 0.2 0.2
H -3.15803 -1.86793 1.43560 0.1 -0.1 0.1
C -2.90888 0.90345 1.49837 -0.5 0.3 -0.1
H -3.47270 1.06737 2.43149 0.2 0.0 -0.3
H -3.50354 0.22275 0.87501 0.0 0.2 0.1
H -2.84656 1.86891 0.97996 -0.1 -0.1 0.1
C -0.24589 2.56713 2.03687 0.0 0.6 0.1
H -0.67499 2.96623 2.97142 0.1 -0.1 -0.3
H -0.77847 3.05337 1.20901 0.1 0.0 0.2
H 0.79731 2.89753 1.99936 -0.2 0.0 0.0
C 1.97436 0.19467 -2.12505 1.1 1.0 0.6
C 2.18025 1.09558 -1.11418 0.9 -0.5 -1.6
C 1.74508 2.53829 -1.10958 -0.3 0.5 0.5
C 0.45270 2.92632 -1.85177 0.3 0.4 -0.2
C -0.75012 2.06140 -1.60084 -0.8 -0.2 -1.1
C -1.09194 0.98529 -2.36945 -0.1 1.4 0.3
C -0.26383 0.39256 -3.48653 0.2 -0.5 -0.2
C 1.28672 0.50848 -3.42299 -0.2 0.1 -0.5
H 2.54857 3.16682 -1.53810 -0.1 -0.4 0.3
H 0.63223 3.01095 -2.93679 -0.2 -0.2 0.6
H 1.63307 2.85870 -0.05669 0.2 -0.1 -0.4
H 1.57487 1.51492 -3.75753 -0.1 -0.4 0.2
H 2.47877 -0.78242 -2.10059 -0.3 0.3 0.4
H 2.89296 0.84506 -0.31659 -0.4 -0.2 -0.1
H 1.67503 -0.18333 -4.19067 -0.1 0.2 0.3
H -0.53100 -0.67237 -3.59596 0.0 0.4 0.1
H -2.09666 0.54570 -2.25779 0.4 0.1 0.2
H -0.56803 0.86519 -4.43594 -0.1 0.0 0.3
H 0.20582 3.95757 -1.54109 0.0 -0.4 0.0
H -1.46191 2.47519 -0.87204 0.1 -0.5 -0.2
P 0.84356 3.40300 -5.32364 0.3 0.6 -1.7
C 2.15216 2.59262 -6.34647 0.2 -0.1 0.3
C 1.45500 5.13292 -5.55640 0.2 0.0 0.4
P -2.11125 3.65136 -5.95224 -0.3 0.4 -1.2
C -0.41946 3.45739 -6.68460 -0.1 -0.1 0.4
C -2.37738 5.42705 -6.42395 -0.1 0.0 0.5
C -3.03997 3.01013 -7.42235 -0.2 -0.2 0.3
H 1.85483 1.56252 -6.57359 0.1 0.1 0.0
H 3.09367 2.57372 -5.78571 0.0 -0.1 -0.2
H 2.28774 3.14982 -7.28285 0.0 -0.2 0.2
H 1.74647 5.29164 -6.60279 -0.1 0.0 0.3
H 2.33140 5.28481 -4.91630 -0.1 0.1 -0.1
H 0.68966 5.86348 -5.27284 0.1 -0.1 0.0
H -2.77310 3.56282 -8.33253 -0.1 -0.2 0.2
H -4.11190 3.12060 -7.22437 0.1 -0.1 -0.2
H -2.81603 1.94786 -7.55874 -0.1 0.1 0.0
H -0.37967 2.51354 -7.24987 0.0 0.2 0.2
H -0.19785 4.30183 -7.36079 0.0 -0.5 0.1
H -3.42552 5.67344 -6.21933 0.2 0.1 0.0
H -2.17761 5.58631 -7.49111 0.0 -0.1 0.3
H -1.74806 6.09342 -5.82700 -0.1 0.0 -0.1
Cl 2.42188 -3.15477 -0.43699 0.4 0.3 -0.2
C 1.12683 -4.30802 -0.42990 -1.4 -0.7 -0.1
C 1.35998 -5.61108 0.01009 -0.4 0.1 0.1
C 0.27932 -6.48685 0.17988 0.3 0.1 -0.2
C -1.01715 -6.03731 -0.06001 -0.1 0.2 0.2
C -1.24900 -4.73828 -0.49736 0.7 0.2 -0.4
C -0.17082 -3.85733 -0.79869 0.0 -0.8 0.6
C -0.37205 -2.54242 -1.37885 -0.1 1.5 0.8
H 2.36891 -5.92663 0.24734 -0.1 0.0 0.0
H 0.45393 -7.51290 0.50953 0.0 0.4 -0.1
H -1.86378 -6.70170 0.11308 0.2 0.2 0.0
H -2.27076 -4.37665 -0.64773 0.4 -0.2 -0.1
H -1.42549 -2.29921 -1.58722 0.0 -0.4 -0.4
H 0.28199 -2.33395 -2.24359 -0.2 -0.1 0.1
```
Forces are in eV/Å.

## Properties
energy above the lowest of the compared OMol25 structures with the same formula, charge and spin	0.0	kJ/mol
gap between HOMO and LUMO (spin up / spin down)	0.2298 / 0.2323	Eh
total charge	+1
spin multiplicity	5
⟨S²⟩	6.01
HOMO energy (spin up / spin down)	-9.7 / -9.7	eV
energy	-79520.38553	eV
LUMO energy (spin up / spin down)	-3.5 / -3.4	eV

---

Question: Look up the total charge of the second one.
Answer: 0

---

Question: What is the total charge in the second record?
Answer: 0

---

Question: Which value of total charge does entry 2 give?
Answer: 0